CH5NOS | wB97M-V/def2-TZVPD

Structure (XYZ):
```
9
CH5NOS, DFT wB97M-V/def2-TZVPD
C -1.766 -1.292 0.069
N 2.403 0.998 0.143
O -2.231 1.335 -0.227
S -1.869 0.223 0.707
H -1.917 -1.508 -0.971
H -1.731 -2.147 0.768
H 1.516 1.065 -0.321
H 3.210 1.366 -0.340
H 2.385 -0.041 0.174
```

## Properties
Multiplicity: 1
Highest occupied orbital energy in eV: -10.04
LUMO energy in Ha: -0.0170
Energy above the lowest of the compared OMol25 structures with the same formula, charge and spin in kcal per mole: 46.3
Kohn-Sham gap in eV: 9.6
Molar mass in g/mol: 79.12